A structure of composition C18H45N3O6PS2 in a non-equilibrium geometry. Source: the OMol25 dataset; level of theory: ωB97M-V/def2-TZVPD.

Geometry (Å):
H  -1.470  -0.323  3.911
H  6.470  0.493  -1.026
C  4.894  -1.975  0.772
H  -2.934  -3.960  2.150
H  4.563  -2.740  1.477
H  3.671  -2.568  -0.900
H  0.302  1.542  -0.556
C  -1.442  -1.414  3.919
H  4.799  -1.518  -2.641
H  -0.242  2.821  -3.236
H  2.751  1.863  -1.829
O  -4.602  3.774  -2.853
O  -6.539  0.938  -0.800
O  -4.993  0.762  -2.828
C  -1.996  -4.298  2.598
H  0.034  4.352  -1.659
H  2.955  0.664  0.342
C  -0.989  3.983  -1.582
O  -6.318  3.975  -1.097
H  0.274  -5.825  2.715
H  1.044  -2.888  2.335
H  4.625  0.187  -2.877
H  -1.120  3.454  -0.642
H  3.501  2.837  -0.563
O  -4.150  6.241  -0.835
H  -1.786  3.597  -3.548
H  -2.357  -1.752  4.405
H  -2.772  1.889  -1.814
H  -4.057  0.617  -3.016
S  -5.026  3.471  -1.495
H  5.800  -2.350  0.296
C  -1.942  1.742  -2.507
H  4.498  2.152  -1.836
H  -0.581  -1.325  1.960
H  6.946  -0.096  -2.614
O  -2.625  5.403  0.865
C  0.367  -3.645  2.739
C  3.635  1.959  -1.196
H  -1.279  6.059  -1.165
H  0.801  -5.094  1.191
C  -1.060  0.613  -1.971
H  -2.203  5.523  -2.555
H  -1.353  1.234  0.069
H  -1.758  -5.227  2.072
C  -1.215  3.053  -2.794
C  3.817  0.725  -0.327
C  3.779  -1.698  -0.246
H  2.832  -1.625  0.298
H  -2.268  -1.733  1.960
N  -3.879  3.722  -0.403
H  -2.795  -5.570  4.155
C  -1.328  -1.931  2.480
N  3.885  -0.514  -1.079
H  0.462  -3.589  3.837
H  -1.299  -4.771  4.623
P  -5.031  1.276  -1.275
H  -2.350  1.396  -3.464
H  5.151  -1.087  1.351
H  -1.666  -0.299  -1.966
H  1.892  -5.153  2.581
C  -1.871  5.235  -1.560
S  -3.251  5.196  -0.422
C  4.890  -0.559  -2.123
H  4.699  0.877  0.318
H  6.802  -1.223  -1.278
C  6.357  -0.336  -1.726
C  -2.234  -4.637  4.077
H  -7.176  0.847  -1.524
H  -0.593  -1.715  4.535
C  0.854  -5.011  2.278
C  -0.543  0.857  -0.555
N  -0.969  -3.326  2.276
H  -0.237  0.413  -2.663
H  -2.817  -3.870  4.585
H  -0.231  -0.096  -0.124

Calculated values
* total charge: -1
* HOMO level: -5.217 eV
* lowest unoccupied orbital energy: 2.237 eV
* E: -2466.3202 hartree
* strongest force on any atom: 1.69 eV/A
* HOMO-LUMO gap: 7.5 eV